Arrangement w

ORCA calculation (wB97M-V/def2-TZVPD) on an isolated molecule of C4H6N2O2.

The value obtained for the HOMO energy is -9.7859 eV. As for the gap between HOMO and LUMO: 10.750 eV. As for the SMILES: C1=NC[C@H]2OON[C@@H]12.

```
14
Properties=species:S:1:pos:R:3:nbo_charge:R:1
O 1.4474 -1.1419 -0.1943 -0.293
H -1.3778 2.1041 -0.2791 0.197
C 0.2666 0.7702 0.5494 -0.170
H 1.1589 1.2539 -1.2402 0.336
C 0.2813 -0.7948 0.5015 0.035
N -1.6661 0.1097 -0.5998 -0.346
C -1.0014 -1.1302 -0.2966 -0.282
H 0.3712 1.1799 1.5555 0.218
C -1.0324 1.0936 -0.1396 0.079
H -0.7585 -1.6422 -1.2310 0.227
H -1.6836 -1.7642 0.2708 0.214
N 1.4279 1.1244 -0.2587 -0.279
O 2.2820 0.0814 -0.1385 -0.124
H 0.2845 -1.2438 1.5006 0.188
```

Arrangement x

ORCA calculation (wB97M-V/def2-TZVPD) on a cluster of 2 separate species, C4H6N2O2 in total.

The value obtained for the HOMO energy is -9.3411 eV. As for the gap between HOMO and LUMO: 9.017 eV. As for the SMILES: C=N[N+](=O)[O-].C=C=C.

```
14
Properties=species:S:1:pos:R:3:nbo_charge:R:1
N 1.2299 1.8273 -2.0163 0.599
C 0.4112 -1.0241 1.0478 0.053
H -1.1304 -0.1140 -0.7221 0.231
C 1.3855 -0.3174 0.5566 -0.453
H 1.8621 -0.5911 -0.4174 0.227
C -0.7245 0.5271 -1.5952 -0.027
O 1.6854 1.3089 -3.0431 -0.367
N 0.3752 0.9839 -1.2226 -0.276
O 1.4756 2.8824 -1.4315 -0.345
H 1.7408 0.6042 0.8872 0.229
H -0.0120 -2.2230 2.5556 0.219
H -1.1866 0.7675 -2.5480 0.200
H -1.5261 -1.9246 1.5265 0.218
C -0.4733 -1.7877 1.7217 -0.507
```

Order from most stable to least stable according to the calculation: arrangement w, arrangement x

Arrangement w

ORCA calculation (wB97M-V/def2-TZVPD) on an isolated molecule of C4H6N2O2.

The value obtained for the HOMO energy is -9.5944 eV. As for the gap between HOMO and LUMO: 10.411 eV. As for the SMILES: CN1C(=O)[C@H]1/C=N/O.

```
14
Properties=species:S:1:pos:R:3:nbo_charge:R:1
C -1.3497 -1.3328 -0.2156 0.703
O -2.0724 -2.1954 -0.6253 -0.544
H 1.2016 -0.7548 -1.3240 0.182
H -0.0432 -0.7244 1.5331 0.192
H -2.2705 1.5829 0.8570 0.196
N -1.2224 0.0281 -0.2085 -0.427
C -0.1017 -0.7308 0.3737 -0.163
N 2.3334 -0.3174 0.4343 -0.116
C -1.7768 1.3732 -0.0341 -0.404
H -2.5402 1.5887 -0.8280 0.221
O 3.4510 -0.0112 -0.2147 -0.519
C 1.2713 -0.5258 -0.2711 -0.011
H -0.9645 1.9937 0.0166 0.209
H 4.0840 0.0260 0.5065 0.480
```

Arrangement x

ORCA calculation (wB97M-V/def2-TZVPD) on an isolated molecule of C4H6N2O2.

The value obtained for the HOMO energy is -9.4067 eV. As for the gap between HOMO and LUMO: 9.448 eV. As for the SMILES: O=C/C(=N\O)[C@@H]1CN1.

```
14
Properties=species:S:1:pos:R:3:nbo_charge:R:1
H 1.6777 1.5496 0.4869 0.154
H 0.9134 -1.5317 -0.0198 0.202
H -0.2152 1.9178 2.7895 0.504
C 1.2052 0.8090 -0.3202 0.382
C -0.0970 0.3512 0.4097 0.071
N -0.8807 -0.8191 -1.7537 -0.565
C -1.2114 -0.5634 -0.1771 -0.128
O 0.4197 1.7983 1.9625 -0.538
H -0.4593 -2.7660 -0.7318 0.218
C -0.2166 -1.6825 -0.6116 -0.257
H -2.2103 -0.3158 0.0561 0.243
N -0.4026 0.9405 1.3967 -0.142
O 1.6287 0.5378 -1.4158 -0.507
H -0.1516 -0.2256 -2.0715 0.362
```

Order from most stable to least stable according to the calculation: arrangement w, arrangement x